33
Properties=species:S:1:pos:R:3 method="wB97M-V/def2-TZVPD" relative_energy_ev=0.730 lumo_ev=0.7 e_tot_ha=-1104.93979 smiles="S=c1[nH]nc(-c2ccccc2)n1[C@H]1C=CCCC1" homo_lumo_gap_ev=8.61
S 2.74298 -2.59454 0.40367
C 2.25524 -1.02938 0.36609
N 3.00732 0.08760 0.52058
N 2.25805 1.21132 0.45373
C 1.04112 0.81124 0.24565
N 0.97422 -0.55892 0.18410
C -0.16282 -1.45311 0.10217
C -1.34233 -0.90632 0.84469
C -2.58469 -1.23483 0.53091
C -2.87273 -2.07163 -0.67390
C -1.90807 -1.66049 -1.78442
C -0.45824 -1.87834 -1.35791
H 0.20835 -1.33092 -2.02771
H -0.21154 -2.93560 -1.46026
H -2.08517 -0.60771 -2.00983
H -2.10151 -2.23672 -2.69035
H -2.73225 -3.13001 -0.43622
H -3.90514 -1.93516 -0.99752
H -3.41563 -0.88094 1.12154
H -1.11791 -0.29499 1.70650
H 0.17994 -2.35272 0.64057
C -0.09415 1.72026 0.09845
C -0.86829 1.70568 -1.05581
C -1.94087 2.56910 -1.18006
C -2.24230 3.45476 -0.15924
C -1.45614 3.49023 0.98068
C -0.38146 2.63047 1.11062
H 0.23886 2.65245 1.99357
H -1.68077 4.19096 1.77081
H -3.08331 4.12484 -0.25668
H -2.54009 2.55468 -2.07846
H -0.60986 1.03808 -1.86296
H 4.00083 0.12820 0.67295